# 1
{"formula": "C32H23Br4F6N4O6S3Ti", "method": "wB97M-V/def2-TZVPD", "symbols": ["Ti", "O", "C", "C", "C", "C", "C", "C", "C", "O", "N", "N", "C", "S", "C", "C", "S", "H", "H", "H", "H", "H", "H", "H", "H", "H", "Br", "C", "C", "Br", "C", "Br", "C", "O", "C", "O", "C", "Br", "C", "C", "O", "H", "H", "H", "C", "C", "O", "C", "F", "F", "F", "C", "F", "F", "F", "H", "H", "H", "S", "C", "C", "C", "N", "C", "C", "C", "C", "C", "N", "C", "C", "H", "H", "H", "H", "H", "H", "H", "H"], "xyz": [[-0.938, -0.997, -0.101], [0.413, 3.720, 3.120], [1.448, 3.403, 2.362], [2.481, 4.368, 2.294], [3.604, 4.188, 1.525], [3.755, 2.990, 0.747], [2.674, 2.115, 0.719], [1.520, 2.330, 1.402], [0.310, 1.415, 1.250], [0.441, 0.395, 0.487], [-0.707, 1.627, 2.003], [-1.762, 0.783, 1.791], [-2.765, 1.225, 2.441], [-2.803, 2.740, 3.245], [-4.617, 2.637, 3.547], [-4.977, 1.182, 3.775], [-4.267, 0.360, 2.345], [-0.362, 3.094, 2.889], [2.279, 5.358, 2.687], [4.355, 4.985, 1.509], [4.631, 2.763, 0.194], [2.702, 1.188, 0.169], [-5.171, 3.006, 2.632], [-4.979, 3.337, 4.320], [-6.095, 1.076, 3.794], [-4.581, 0.766, 4.652], [-7.621, 0.284, -1.895], [-5.649, 0.286, -1.876], [-4.911, 1.206, -2.648], [-5.880, 2.355, -3.868], [-3.498, 1.112, -2.657], [-2.534, 2.018, -3.974], [-2.900, 0.304, -1.744], [-1.566, 0.221, -1.575], [-3.643, -0.635, -0.924], [-2.896, -1.386, -0.090], [-5.026, -0.599, -0.974], [-5.924, -1.698, 0.232], [-1.742, -2.504, -2.862], [-1.132, -2.697, -1.458], [-0.790, -3.816, -1.075], [-1.930, -3.517, -3.154], [-0.996, -2.094, -3.522], [-2.625, -1.847, -2.950], [-1.008, -1.763, 3.639], [-0.722, -2.733, 2.470], [-0.603, -2.079, 1.318], [0.608, -3.360, 2.755], [0.729, -4.049, 3.910], [0.963, -4.247, 1.787], [1.463, -2.341, 2.783], [-1.916, -3.797, 2.553], [-3.129, -3.184, 2.654], [-1.995, -4.726, 1.623], [-1.730, -4.420, 3.767], [-0.251, -1.058, 3.889], [-1.153, -2.448, 4.493], [-1.946, -1.296, 3.327], [4.783, -1.795, -3.706], [3.242, -1.699, -2.745], [3.084, -2.428, -1.522], [1.813, -2.226, -0.894], [0.878, -1.396, -1.309], [1.127, -0.713, -2.479], [2.207, -0.979, -3.330], [5.333, -0.133, -3.569], [6.654, 0.134, -3.970], [7.227, 1.357, -3.941], [6.655, 2.503, -3.560], [5.390, 2.276, -3.143], [4.721, 1.010, -3.145], [3.929, -3.047, -1.109], [1.536, -2.765, 0.092], [0.290, -0.104, -2.834], [2.377, -0.438, -4.234], [7.285, -0.730, -4.268], [8.229, 1.501, -4.484], [4.910, 3.141, -2.811], [3.692, 0.982, -2.792]], "forces_ev_per_angstrom": [[-0.785, 0.236, -0.930], [-1.414, -0.679, 0.122], [0.956, 0.495, -2.204], [-0.487, -0.056, -0.153], [0.591, -1.297, -0.973], [-1.161, 1.149, 1.393], [1.291, -0.227, -0.707], [-2.629, 0.569, 2.578], [2.228, -0.671, -0.044], [0.169, 0.082, -0.795], [-0.171, 1.461, 0.325], [0.068, -0.181, 0.261], [-0.617, -0.909, -1.045], [-0.772, 0.817, 0.918], [-0.842, 1.067, -0.670], [-1.523, 0.987, -1.220], [-0.390, -0.857, -0.117], [1.186, 0.332, 0.143], [0.079, -0.215, 0.561], [-0.180, -0.375, -0.125], [0.688, -0.004, -0.366], [0.154, -0.031, -0.389], [0.782, -0.542, 0.679], [0.684, -0.428, 0.152], [1.015, -0.113, -0.223], [0.608, -0.413, 1.348], [1.326, 0.101, -0.058], [-0.763, 0.863, 0.042], [-1.140, -1.166, -0.189], [0.635, -0.427, 0.535], [-1.737, 0.640, -0.358], [0.534, 0.200, 0.054], [1.748, -1.663, 1.158], [-0.781, -0.061, 0.356], [1.222, 0.712, 0.501], [-0.814, 1.068, -0.903], [0.487, 0.201, -0.423], [-0.444, -0.463, 0.006], [-0.031, -0.115, 0.750], [-0.061, -0.841, 0.803], [-0.545, 1.468, -0.918], [-0.481, -0.537, -0.614], [0.454, 0.215, -0.243], [0.377, -0.479, 0.372], [-1.414, -1.653, 0.147], [-1.471, 0.053, 1.413], [-0.227, -0.042, -1.095], [0.449, -1.354, -0.130], [0.080, 0.525, -0.124], [0.217, 0.536, 0.163], [1.100, -0.274, -0.052], [0.128, 0.801, 1.197], [0.866, -0.363, -0.452], [0.215, 0.204, -0.126], [-0.506, -0.342, -0.683], [0.638, 0.487, -0.356], [-0.210, 0.830, 0.023], [0.213, 0.219, 0.562], [-0.666, 0.087, 0.776], [0.784, -1.659, 0.345], [-0.611, 1.297, -1.032], [1.231, -1.852, 2.264], [1.281, 1.529, -1.913], [-1.176, -1.065, -0.549], [-0.257, 0.459, 2.716], [1.717, 0.737, -0.308], [0.466, -2.862, -0.252], [2.400, 1.553, -1.986], [-1.723, -1.183, 0.525], [1.131, -1.533, -0.600], [-1.129, 1.652, 0.717], [-1.320, 0.777, -0.386], [0.700, 0.800, -1.899], [0.343, 0.088, 0.387], [-0.238, 0.122, -0.530], [-0.410, 0.705, -0.011], [-1.247, -0.447, 1.272], [-1.089, 1.033, 0.576], [0.220, 0.223, 0.002]], "total_charge": -1, "e_tot_ev": -403903.507, "gap_ev": 6.714, "de_lowest_kcal_mol": 24.8, "max_force_ev_per_a": 3.73}

***

# 2
{"formula": "C32H23BrN4O4OsPS2", "method": "wB97M-V/def2-TZVPD", "symbols": ["Os", "O", "C", "O", "C", "P", "C", "C", "C", "C", "C", "C", "C", "C", "C", "C", "C", "C", "H", "H", "H", "H", "H", "H", "H", "H", "H", "H", "H", "H", "C", "O", "C", "C", "C", "Br", "C", "C", "C", "O", "C", "N", "C", "C", "C", "C", "C", "C", "N", "H", "H", "H", "H", "H", "H", "H", "H", "H", "H", "H", "S", "C", "S", "C", "C", "N", "C", "N"], "xyz": [[-0.188, 1.852, -0.167], [-1.664, 2.382, -3.956], [-1.611, 2.067, -2.793], [-0.599, 2.444, -2.113], [-2.684, 1.214, -2.139], [-1.992, 0.114, -0.814], [-3.174, -0.164, 0.482], [-2.850, -1.007, 1.548], [-3.619, -1.091, 2.700], [-4.719, -0.202, 2.828], [-5.000, 0.695, 1.770], [-4.329, 0.663, 0.579], [-1.395, -1.470, -1.419], [-2.272, -2.560, -1.290], [-1.967, -3.790, -1.780], [-0.806, -4.003, -2.478], [0.021, -2.917, -2.753], [-0.279, -1.624, -2.233], [-3.248, 0.609, -2.871], [-3.387, 1.853, -1.665], [-1.982, -1.702, 1.515], [-3.498, -1.885, 3.432], [-5.266, -0.229, 3.737], [-5.801, 1.330, 1.930], [-4.681, 1.395, -0.168], [-3.094, -2.530, -0.531], [-2.568, -4.603, -1.590], [-0.552, -5.049, -2.782], [0.979, -2.935, -3.347], [0.362, -0.765, -2.429], [2.950, 5.081, -2.367], [2.511, 3.865, -1.764], [3.426, 3.052, -1.144], [4.673, 3.419, -0.581], [5.380, 2.473, 0.092], [6.982, 2.933, 1.067], [4.861, 1.231, 0.280], [3.676, 0.778, -0.284], [2.961, 1.744, -0.970], [1.692, 1.497, -1.432], [3.031, -0.594, 0.055], [2.152, -0.730, 1.006], [1.797, -2.056, 0.953], [1.012, -2.713, 1.861], [0.847, -4.040, 1.760], [1.576, -4.768, 0.844], [2.441, -4.141, -0.029], [2.528, -2.771, -0.017], [3.330, -1.755, -0.663], [3.682, 4.858, -3.150], [3.410, 5.765, -1.596], [2.063, 5.596, -2.631], [4.943, 4.428, -0.676], [5.516, 0.538, 0.860], [1.560, 2.190, -2.124], [0.393, -2.153, 2.549], [0.219, -4.626, 2.460], [1.572, -5.873, 0.834], [3.012, -4.814, -0.613], [4.186, -1.848, -1.215], [0.120, 1.085, 2.006], [-1.289, 2.051, 2.337], [-1.666, 3.199, 1.014], [-2.196, 1.924, 3.358], [-3.431, 2.658, 3.479], [-4.422, 3.229, 3.457], [-1.874, 0.937, 4.435], [-1.760, 0.263, 5.346]], "forces_ev_per_angstrom": [[-0.511, -0.009, -0.931], [-0.755, -0.294, -0.041], [-1.294, -0.431, -2.799], [2.130, 0.268, 3.929], [0.190, -1.707, -0.155], [1.042, 0.646, -0.087], [-0.902, 0.848, 0.198], [0.909, -1.137, 0.210], [-1.898, 0.801, -0.369], [1.937, -0.522, -1.488], [0.345, -2.140, 1.430], [0.897, 0.321, -0.105], [-1.083, -0.263, -0.904], [-0.742, 0.569, 2.330], [1.064, 0.628, -0.461], [1.299, -0.572, -0.956], [1.197, 1.551, -0.182], [0.093, -0.937, -0.063], [0.414, 0.412, 0.109], [-0.606, 0.735, 0.517], [-0.506, 0.712, -0.352], [0.431, 0.364, -0.036], [-0.657, 0.214, 0.504], [-1.423, 1.302, -0.024], [0.547, -0.708, 0.165], [0.483, 0.298, -1.186], [-1.458, -1.602, 0.499], [-0.115, 1.202, 0.087], [-1.270, -0.562, 0.651], [0.078, -0.284, -0.069], [1.404, 0.473, 1.640], [0.406, -0.564, 0.307], [0.626, -0.065, 0.550], [-2.217, 0.012, -1.451], [0.789, 0.626, 1.055], [-0.651, -0.103, -0.645], [1.482, -2.812, 0.790], [-0.820, -0.560, 0.618], [0.600, 0.186, 0.469], [-0.679, 0.122, -0.457], [1.210, 1.161, -0.965], [0.262, 0.696, -1.209], [0.994, -0.420, -0.228], [-1.660, 1.434, 0.469], [-0.819, -2.593, 1.015], [0.545, -0.855, -0.381], [-0.072, -0.769, -0.211], [0.746, 1.901, 0.058], [-0.864, -0.132, 1.417], [-0.397, 0.292, -0.090], [-0.140, -0.801, -0.635], [-0.701, 0.219, -0.946], [0.723, 1.080, 0.001], [-0.926, 0.403, -0.427], [-0.450, -0.276, 0.059], [0.303, 0.182, 0.314], [0.297, 0.733, -0.415], [-0.232, 0.767, 0.050], [0.724, -0.062, -0.905], [-0.720, -0.167, 0.299], [-0.105, 0.195, -0.432], [-1.922, 0.940, 0.218], [0.886, -0.740, -0.066], [1.466, -1.452, 1.060], [1.292, -0.468, -0.418], [-0.517, 0.402, 0.167], [-1.072, 2.304, -2.027], [0.373, -0.990, 0.931]], "total_charge": 1, "e_tot_ev": -151167.219, "s2": 6.0353, "gap_ev": [6.607, 5.693], "spin_multiplicity": 5, "de_lowest_kcal_mol": 50.7, "max_force_ev_per_a": 4.48}

***

# 3
{"formula": "C32H23Cl3N3NdO4S", "method": "wB97M-V/def2-TZVPD", "symbols": ["Nd", "C", "C", "C", "C", "N", "C", "C", "C", "C", "C", "C", "C", "H", "H", "H", "H", "H", "H", "H", "H", "Cl", "C", "C", "C", "Cl", "C", "O", "C", "C", "O", "C", "H", "H", "H", "Cl", "C", "C", "C", "C", "O", "C", "C", "O", "C", "H", "H", "H", "H", "N", "C", "S", "N", "C", "C", "C", "C", "C", "C", "H", "H", "H", "H", "H", "H", "H", "H"], "xyz": [[-0.244, 0.809, -0.326], [-1.614, 3.576, 3.275], [-2.319, 4.610, 2.672], [-2.332, 4.718, 1.296], [-1.643, 3.785, 0.515], [-0.951, 2.800, 1.114], [-0.941, 2.704, 2.448], [-1.656, 3.791, -0.981], [-2.382, 4.768, -1.669], [-2.452, 4.728, -3.053], [-1.795, 3.715, -3.743], [-1.061, 2.765, -3.040], [-0.965, 2.771, -1.644], [-1.578, 3.452, 4.348], [-2.860, 5.331, 3.271], [-2.883, 5.517, 0.826], [-0.359, 1.886, 2.861], [-2.906, 5.561, -1.151], [-3.018, 5.481, -3.586], [-1.853, 3.672, -4.825], [-0.549, 1.992, -3.608], [2.584, -1.553, 6.587], [2.243, -0.949, 4.989], [3.157, -0.082, 4.377], [2.912, 0.419, 3.125], [4.078, 1.441, 2.359], [1.730, 0.094, 2.398], [1.505, 0.603, 1.243], [0.849, -0.819, 3.037], [-0.329, -1.327, 2.362], [-0.621, -1.117, 1.191], [1.107, -1.317, 4.326], [4.066, 0.195, 4.894], [-1.001, -1.952, 2.973], [0.408, -2.005, 4.787], [-6.004, -2.804, -4.032], [-4.526, -2.208, -3.328], [-3.293, -2.696, -3.780], [-2.113, -2.237, -3.251], [-2.090, -1.252, -2.236], [-0.963, -0.798, -1.782], [-3.349, -0.793, -1.775], [-3.507, 0.149, -0.694], [-2.621, 0.618, 0.016], [-4.549, -1.269, -2.337], [-3.283, -3.444, -4.562], [-1.169, -2.619, -3.620], [-4.543, 0.462, -0.493], [-5.496, -0.887, -1.973], [1.901, -1.808, -2.538], [2.441, -0.827, -1.797], [2.148, 0.813, -2.162], [3.196, -1.162, -0.737], [3.602, -2.454, -0.307], [3.979, -3.453, -1.196], [4.388, -4.687, -0.704], [4.442, -4.926, 0.660], [4.095, -3.911, 1.543], [3.674, -2.682, 1.064], [1.123, -1.499, -3.101], [1.805, -2.726, -2.129], [3.405, -0.377, -0.134], [3.990, -3.269, -2.261], [4.681, -5.461, -1.402], [4.762, -5.889, 1.034], [4.145, -4.074, 2.612], [3.403, -1.892, 1.754]], "forces_ev_per_angstrom": [[0.699, -0.027, -0.249], [0.010, 0.059, 0.006], [-0.031, 0.051, 0.029], [0.032, -0.031, 0.020], [-0.012, 0.009, -0.202], [-0.087, 0.047, 0.109], [0.055, -0.004, -0.133], [-0.138, 0.236, 0.424], [0.005, -0.013, -0.180], [0.039, -0.050, 0.091], [0.034, 0.050, 0.025], [-0.079, 0.121, -0.079], [0.026, -0.095, -0.198], [-0.006, 0.018, -0.008], [0.013, -0.024, 0.013], [-0.002, 0.000, 0.023], [0.003, -0.002, 0.000], [0.002, 0.000, -0.001], [0.003, -0.011, -0.018], [0.001, 0.009, 0.004], [-0.011, -0.005, 0.003], [-0.016, 0.028, -0.095], [0.019, 0.003, 0.046], [0.105, 0.037, 0.053], [0.043, -0.115, 0.097], [-0.027, 0.010, -0.023], [-0.051, 0.188, -0.385], [0.136, -0.052, 0.300], [-0.334, -0.246, 0.144], [0.325, 0.256, 0.068], [-0.366, -0.217, 0.261], [0.035, 0.003, 0.059], [-0.010, -0.008, 0.000], [0.087, -0.125, -0.011], [-0.014, 0.016, -0.030], [0.081, 0.024, 0.034], [-0.003, 0.005, 0.004], [0.057, -0.091, -0.085], [-0.127, -0.057, -0.093], [0.449, 0.143, 0.119], [-0.337, -0.328, -0.329], [-0.392, 0.229, 0.238], [0.103, -0.130, -0.203], [-0.219, 0.090, 0.043], [-0.011, -0.049, -0.071], [0.006, 0.008, 0.004], [0.001, 0.008, 0.012], [-0.034, -0.069, 0.051], [0.018, 0.003, 0.006], [-0.137, 0.047, -0.058], [-0.167, 0.098, 0.149], [0.023, -0.251, 0.056], [0.169, 0.038, -0.103], [-0.089, 0.208, 0.079], [0.065, -0.081, -0.026], [-0.008, -0.013, -0.018], [-0.025, 0.065, 0.012], [0.002, -0.012, -0.011], [-0.005, -0.048, 0.042], [-0.003, 0.023, -0.036], [0.070, -0.022, 0.000], [0.055, 0.004, 0.022], [-0.014, 0.027, 0.015], [-0.006, 0.009, 0.006], [0.006, 0.006, -0.008], [0.002, -0.006, -0.017], [-0.020, 0.007, -0.002]], "e_tot_ev": -109901.651, "s2": 3.7536, "gap_ev": [7.439, 7.406], "spin_multiplicity": 4, "de_lowest_kcal_mol": 0.0, "max_force_ev_per_a": 0.74}